Formula: C12H19O4PTl
Source: the OMol25 dataset
Level of theory: the ωB97M-V functional and the def2-TZVPD basis

Lowest unoccupied orbital energy (spin up / spin down) ... -13.640 / -15.655 eV
Kohn-Sham gap (spin up / spin down) ... 0.2538 / 0.1636 Ha

ORCA input file:
```
! wB97M-V def2-TZVPD RIJCOSX def2/J DEFGRID3
* xyz 3 1
Tl 0.112 1.781 -1.298
C 0.024 2.385 2.548
O 0.117 2.880 3.574
C 0.075 4.540 -0.831
O 0.084 5.645 -0.531
C -2.739 1.749 -0.317
O -3.750 1.986 0.157
C 2.942 1.824 -0.559
O 3.906 2.007 0.025
C 0.086 0.307 -4.874
H 1.007 -0.270 -4.805
H -0.832 -0.271 -4.782
C 0.083 1.601 -5.185
H -0.839 2.155 -5.357
H 1.001 2.154 -5.380
C -2.340 -1.131 2.306
C -0.822 -1.319 2.316
P 0.040 -0.452 0.912
C 1.784 -0.991 1.277
C 2.328 -0.222 2.493
C -0.612 -1.458 -0.521
C -0.621 -2.978 -0.456
H -2.586 -0.062 2.332
H -2.744 -1.581 3.222
H -2.809 -1.617 1.432
H -0.391 -0.918 3.251
H -0.570 -2.393 2.280
H 1.822 -2.074 1.474
H 2.410 -0.802 0.392
H 1.743 -0.436 3.398
H 3.363 -0.516 2.711
H 2.329 0.860 2.315
H -1.648 -1.130 -0.660
H -0.085 -1.136 -1.432
H -1.219 -3.377 0.370
H -1.046 -3.362 -1.392
H 0.394 -3.377 -0.406
*
```



Formula: CH5O2P
Source: the OMol25 dataset
Level of theory: the ωB97M-V functional and the def2-TZVPD basis

ΔE to the lowest compared entry with this formula, charge and spin ... 236.8 kJ/mol
Lowest unoccupied orbital energy ... 0.277 eV
Kohn-Sham gap ... 0.3336 Ha

ORCA input file:
```
! wB97M-V def2-TZVPD RIJCOSX def2/J DEFGRID3
* xyz 0 1
C -1.245 -0.180 0.465
O 1.367 1.524 0.398
O 1.364 -1.391 -0.186
P 0.241 -0.522 -0.358
H -1.163 -0.508 1.546
H -1.559 0.791 0.191
H 0.871 2.356 0.613
H 1.631 0.799 1.229
H 0.331 -0.193 -1.710
*
```



Formula: C22H22N4O4S
Source: the OMol25 dataset
Level of theory: the ωB97M-V functional and the def2-TZVPD basis

ΔE to the lowest compared entry with this formula, charge and spin ... 105.6 kJ/mol
Lowest unoccupied orbital energy ... 0.520 eV
SMILES ... CCOC(=O)CN1C(=O)[C@@H](Sc2n[nH]c(-c3ccc(O)cc3)n2)CCc2ccccc21
Kohn-Sham gap ... 0.3098 Ha

ORCA input file:
```
! wB97M-V def2-TZVPD RIJCOSX def2/J DEFGRID3
* xyz 0 1
C -4.332 -2.545 -0.876
C -4.505 -2.235 0.603
H -4.490 -3.157 1.193
H -5.432 -1.688 0.787
O -3.466 -1.371 1.067
C -2.318 -1.936 1.435
O -2.119 -3.121 1.481
C -1.286 -0.889 1.813
N -1.386 0.298 0.992
C -1.407 1.505 1.618
O -1.486 1.607 2.825
C -1.362 2.747 0.743
C -2.724 3.028 0.099
H -2.571 3.673 -0.769
H -3.350 3.564 0.815
C -3.438 1.739 -0.322
C -2.530 0.821 -1.084
C -2.663 0.629 -2.450
C -1.832 -0.244 -3.132
C -0.855 -0.941 -2.446
C -0.703 -0.761 -1.083
C -1.524 0.128 -0.402
H 0.067 -1.300 -0.553
H -0.204 -1.625 -2.969
H -1.951 -0.380 -4.196
H -3.435 1.165 -2.983
H -3.787 1.220 0.575
H -4.307 1.995 -0.931
H -1.077 3.573 1.398
S -0.087 2.704 -0.592
C 1.205 1.886 0.210
N 1.193 1.582 1.494
N 2.367 0.951 1.673
C 3.043 0.901 0.499
N 2.318 1.487 -0.438
C 4.341 0.299 0.296
C 5.061 -0.288 1.334
C 6.299 -0.851 1.093
C 6.839 -0.839 -0.189
C 6.121 -0.253 -1.232
C 4.888 0.308 -0.990
H 4.320 0.766 -1.783
H 6.554 -0.251 -2.219
O 8.048 -1.380 -0.468
H 8.442 -1.750 0.332
H 6.853 -1.304 1.905
H 4.666 -0.309 2.339
H 2.616 0.621 2.590
H -0.291 -1.344 1.756
H -1.459 -0.566 2.847
H -5.166 -3.148 -1.222
H -3.408 -3.096 -1.035
H -4.290 -1.624 -1.452
*
```



Formula: C22H34Cl4LaN3O6
Source: the OMol25 dataset
Level of theory: the ωB97M-V functional and the def2-TZVPD basis

ΔE to the lowest compared entry with this formula, charge and spin ... 194.8 kJ/mol
Lowest unoccupied orbital energy ... 0.207 eV
Kohn-Sham gap ... 0.2120 Ha

ORCA input file:
```
! wB97M-V def2-TZVPD RIJCOSX def2/J DEFGRID3
* xyz 0 1
O -3.742 0.703 1.843
C -3.578 -0.517 1.788
C -3.148 -1.458 2.848
C -1.948 -1.402 3.626
H -1.011 -1.011 3.189
C -2.018 -1.981 4.886
H -1.181 -1.845 5.577
C -3.167 -2.685 5.251
H -3.250 -3.034 6.260
C -4.219 -2.961 4.347
H -5.132 -3.508 4.637
C -4.133 -2.417 3.090
H -4.861 -2.633 2.288
H -3.646 -0.968 0.742
C -2.305 -1.991 -1.381
C -1.171 -2.057 -0.440
H -3.046 -2.814 -1.327
H -1.860 -2.038 -2.377
H -2.836 -1.039 -1.313
C -1.007 -3.067 0.423
C -0.965 -4.450 -0.104
H -0.876 -2.957 1.487
H -1.666 -5.145 0.393
H 0.062 -4.814 -0.057
H -1.220 -4.359 -1.167
La 0.525 -0.545 -0.450
Cl 1.564 -2.706 -1.856
C 3.449 0.002 -1.290
O 2.417 0.635 -1.640
N 4.633 0.210 -1.831
C 4.700 1.227 -2.867
C 5.761 -0.686 -1.617
H 3.413 -0.786 -0.500
H 3.753 1.772 -2.821
H 4.817 0.753 -3.851
H 5.555 1.875 -2.657
H 5.527 -1.281 -0.726
H 6.669 -0.093 -1.467
H 5.909 -1.355 -2.478
H -1.834 3.075 4.315
H 0.599 3.638 3.626
C -1.666 2.077 3.890
C 0.664 2.597 3.271
N -0.640 2.121 2.857
H -2.599 1.704 3.465
C -0.986 2.037 1.559
O -0.270 1.550 0.655
H 1.384 2.533 2.454
H -1.985 2.422 1.306
H -1.345 1.399 4.688
H 1.023 1.985 4.104
H -1.669 2.367 -4.922
H -3.355 3.826 -3.403
C -2.147 1.518 -4.415
C -3.631 2.861 -2.953
N -2.540 1.901 -3.066
H -1.456 0.674 -4.352
C -1.873 1.458 -2.004
O -0.900 0.650 -2.083
H -3.877 3.005 -1.897
H -2.235 1.837 -1.037
H -3.047 1.247 -4.977
H -4.514 2.489 -3.490
Cl 4.062 -2.053 2.677
C 2.735 -1.087 3.370
Cl 1.823 -2.035 4.547
Cl 3.314 0.424 4.085
C 1.846 -0.745 2.122
O 2.257 0.156 1.350
O 0.805 -1.438 1.878
*
```



Formula: C5H10O
Source: the OMol25 dataset
Level of theory: the ωB97M-V functional and the def2-TZVPD basis

ΔE to the lowest compared entry with this formula, charge and spin ... 76.7 kJ/mol
Lowest unoccupied orbital energy ... 0.958 eV
SMILES ... CCC(=O)CC
Kohn-Sham gap ... 0.3841 Ha

ORCA input file:
```
! wB97M-V def2-TZVPD RIJCOSX def2/J DEFGRID3
* xyz 0 1
O -0.661 1.515 1.123
C -0.280 0.728 0.272
C -1.122 -0.753 -1.716
C 1.654 0.123 1.810
C -1.328 0.503 -0.808
C 0.922 -0.234 0.493
H -0.099 -0.955 -2.019
H -1.614 -1.544 -1.118
H -1.714 -0.667 -2.675
H 2.657 -0.218 1.742
H 1.098 -0.165 2.652
H 1.778 1.229 1.804
H -1.316 1.359 -1.406
H -2.255 0.577 -0.300
H 1.646 -0.201 -0.320
H 0.637 -1.296 0.467
*
```



Formula: C3H13N2O
Source: the OMol25 dataset
Level of theory: the ωB97M-V functional and the def2-TZVPD basis

ΔE to the lowest compared entry with this formula, charge and spin ... 15.5 kJ/mol
Expectation value of S² ... 0.751
Lowest unoccupied orbital energy (spin up / spin down) ... 0.789 / 0.585 eV
Kohn-Sham gap (spin up / spin down) ... 0.1422 / 0.3779 Ha

ORCA input file:
```
! wB97M-V def2-TZVPD RIJCOSX def2/J DEFGRID3
* xyz 0 2
N -0.726 -0.171 1.297
C -0.694 0.632 0.000
C -0.943 -0.296 -1.147
C 0.664 1.380 -0.050
N 1.040 1.799 -1.374
H -0.236 0.269 2.126
H -0.209 -1.062 1.184
H -1.716 -0.437 1.503
H -1.535 1.322 0.138
H -0.374 -1.227 -1.132
H -0.695 0.170 -2.092
H -1.994 -0.556 -1.238
H 0.594 2.214 0.671
H 1.379 0.703 0.402
H 0.599 2.655 -1.663
H 2.035 1.779 -1.552
H 1.379 -2.600 0.482
H 0.716 -3.348 1.625
O 0.507 -2.810 0.847
*
```



Formula: C2H8O2
Source: the OMol25 dataset
Level of theory: the ωB97M-V functional and the def2-TZVPD basis

ΔE to the lowest compared entry with this formula, charge and spin ... 94.2 kJ/mol
Lowest unoccupied orbital energy ... 0.930 eV
SMILES ... CO.CO
Kohn-Sham gap ... 0.4143 Ha

ORCA input file:
```
! wB97M-V def2-TZVPD RIJCOSX def2/J DEFGRID3
* xyz 0 1
O -3.293 1.127 -4.283
C -2.683 1.165 -3.058
H -3.126 0.242 -4.670
H -2.757 0.145 -2.646
H -3.220 1.856 -2.387
H -1.619 1.458 -3.085
O 2.969 -1.894 2.805
C 2.630 -0.837 3.617
H 3.611 -1.560 2.144
H 3.464 -0.343 4.143
H 1.957 -1.287 4.367
H 2.067 -0.072 3.054
*
```



Formula: C3H3CsO2
Source: the OMol25 dataset
Level of theory: the ωB97M-V functional and the def2-TZVPD basis

ΔE to the lowest compared entry with this formula, charge and spin ... 1.2 kJ/mol
Expectation value of S² ... 0.759
Lowest unoccupied orbital energy (spin up / spin down) ... -3.690 / -5.366 eV
Kohn-Sham gap (spin up / spin down) ... 0.3446 / 0.2840 Ha

ORCA input file:
```
! wB97M-V def2-TZVPD RIJCOSX def2/J DEFGRID3
* xyz 1 2
O -0.646 -0.799 1.110
C -0.633 -0.184 -0.002
C 0.832 -0.191 -0.301
C 1.667 -0.160 0.778
H 1.137 -0.476 -1.311
H 2.612 -0.706 0.751
H 1.415 0.389 1.687
O -1.542 0.287 -0.661
Cs -4.842 1.841 -2.051
*
```



Formula: C3H5N3
Source: the OMol25 dataset
Level of theory: the ωB97M-V functional and the def2-TZVPD basis

ΔE to the lowest compared entry with this formula, charge and spin ... 392.1 kJ/mol
Lowest unoccupied orbital energy ... 0.746 eV
Kohn-Sham gap ... 0.3156 Ha

ORCA input file:
```
! wB97M-V def2-TZVPD RIJCOSX def2/J DEFGRID3
* xyz 0 1
N -1.448 1.847 0.776
C -0.307 1.511 0.492
C -0.654 -1.679 -0.286
N 0.576 -1.467 -0.536
C 1.547 -0.706 -0.701
N 0.840 1.102 0.387
H -2.130 1.932 0.035
H -1.240 -0.896 0.197
H -1.120 -2.625 -0.533
H 2.349 -0.745 0.041
H 1.588 1.725 0.127
*
```



Formula: H2
Source: the OMol25 dataset
Level of theory: the ωB97M-V functional and the def2-TZVPD basis

ΔE to the lowest compared entry with this formula, charge and spin ... 624.4 kJ/mol
Lowest unoccupied orbital energy ... -3.428 eV
Kohn-Sham gap ... 0.2270 Ha

ORCA input file:
```
! wB97M-V def2-TZVPD RIJCOSX def2/J DEFGRID3
* xyz 0 1
H 0.000 0.000 1.299
H 0.000 0.000 -1.299
*
```



Formula: C3H11ClN5O
Source: the OMol25 dataset
Level of theory: the ωB97M-V functional and the def2-TZVPD basis

ΔE to the lowest compared entry with this formula, charge and spin ... 190.6 kJ/mol
Expectation value of S² ... 2.008
Lowest unoccupied orbital energy (spin up / spin down) ... -2.913 / -8.457 eV
Kohn-Sham gap (spin up / spin down) ... 0.2577 / 0.1730 Ha

ORCA input file:
```
! wB97M-V def2-TZVPD RIJCOSX def2/J DEFGRID3
* xyz 1 3
C 0.733 -0.699 0.583
C 0.991 -1.073 -0.848
C -0.535 0.068 0.799
N 1.894 -0.133 1.482
N -0.047 -0.550 -1.687
N -0.586 1.308 0.422
N -1.592 -0.535 1.291
N 2.240 -1.369 -1.360
O 0.458 -2.000 0.126
Cl -3.201 3.384 0.299
H -4.335 3.737 0.688
H 1.907 -0.560 2.388
H -0.184 -1.035 -2.535
H 0.115 0.441 -1.846
H 0.187 1.617 -0.157
H -1.534 1.853 0.495
H -2.485 -0.088 1.156
H -1.608 -1.503 1.429
H 2.710 -0.499 1.156
H 2.768 -0.478 -1.587
H 2.103 -1.888 -2.294
*
```



Formula: C3H7BNO2S
Source: the OMol25 dataset
Level of theory: the ωB97M-V functional and the def2-TZVPD basis

ΔE to the lowest compared entry with this formula, charge and spin ... 449.7 kJ/mol
Lowest unoccupied orbital energy ... -3.568 eV
Kohn-Sham gap ... 0.3334 Ha

ORCA input file:
```
! wB97M-V def2-TZVPD RIJCOSX def2/J DEFGRID3
* xyz 1 1
B -0.690 -0.948 2.535
C 1.278 0.784 -0.806
C 0.362 1.710 -0.750
C -0.766 -0.623 -1.017
N 0.743 -0.583 -0.784
O -1.714 -1.486 3.088
O 0.221 -0.599 1.836
S -1.319 1.058 -0.594
H 2.423 1.071 -0.998
H 0.456 2.804 -0.686
H -0.937 -0.510 -2.052
H 0.992 -1.355 -1.386
H 0.815 -1.064 0.122
H -1.995 -1.687 4.073
H -1.047 0.853 0.808
*
```



Formula: C4H7NO
Source: the OMol25 dataset
Level of theory: the ωB97M-V functional and the def2-TZVPD basis

ΔE to the lowest compared entry with this formula, charge and spin ... 406.6 kJ/mol
Lowest unoccupied orbital energy ... 0.336 eV
Kohn-Sham gap ... 0.3660 Ha

ORCA input file:
```
! wB97M-V def2-TZVPD RIJCOSX def2/J DEFGRID3
* xyz 0 1
C 0.508 -1.533 0.077
C 0.084 -0.185 -0.522
C -1.210 0.712 -0.108
C -0.116 1.654 0.515
H -0.345 -2.207 -0.196
H 0.500 -1.718 1.034
H 1.404 -2.072 -0.558
H 0.232 -0.315 -1.558
H -1.859 1.046 -0.850
H -1.945 0.045 0.464
H 2.041 0.838 0.595
N 0.808 1.021 -0.034
O -0.101 2.715 1.141
*
```



Formula: C33H59BCl31N4O4
Source: the OMol25 dataset
Level of theory: the ωB97M-V functional and the def2-TZVPD basis

Lowest unoccupied orbital energy ... -2.856 eV
Kohn-Sham gap ... 0.3123 Ha

ORCA input file:
```
! wB97M-V def2-TZVPD RIJCOSX def2/J DEFGRID3
* xyz 1 1
C 3.241 -1.545 0.120
C 2.742 -2.315 -1.128
C 1.201 -2.269 -1.138
Cl 0.601 -3.934 -0.651
N 0.627 -1.924 -2.443
C -0.602 -1.229 -2.349
N -1.739 -1.921 -1.979
C -2.820 -2.022 -2.988
C -3.066 -3.482 -3.467
O -2.159 -4.342 -2.807
C -4.526 -3.903 -3.193
N -5.466 -3.589 -4.287
B -2.129 -1.904 -0.569
C -1.706 -0.782 0.477
O -2.927 -2.919 -0.145
N -0.592 0.028 -2.650
C -1.790 0.866 -2.615
C -2.131 1.466 -4.010
C -2.186 3.001 -3.972
C -3.454 3.576 -3.332
C -3.456 3.673 -1.796
C -2.278 4.446 -1.168
C -1.433 3.564 -0.235
C -0.702 4.359 0.850
O -0.316 3.509 1.928
C 0.754 2.723 1.665
C 0.822 1.445 2.467
O 1.610 3.006 0.860
C 0.638 0.731 -3.065
C 1.559 1.074 -1.900
C 2.643 2.056 -2.420
C 2.166 3.525 -2.386
C 4.008 1.818 -1.741
H 2.730 -0.580 0.180
H 4.307 -1.337 0.052
H 3.005 -2.078 1.040
H 3.065 -3.348 -1.040
H 3.175 -1.879 -2.027
H 0.849 -1.617 -0.343
H 0.462 -2.770 -2.983
H -2.520 -1.459 -3.875
H -3.737 -1.577 -2.600
H -2.869 -3.549 -4.544
H -1.995 -5.118 -3.352
H -4.862 -3.332 -2.323
H -4.587 -4.954 -2.910
H -4.975 -3.489 -5.169
H -5.838 -2.672 -4.068
H -2.617 -0.269 0.794
H -1.278 -1.232 1.379
H -0.967 -0.065 0.111
H -3.060 -2.873 0.805
H -1.575 1.705 -1.959
H -2.659 0.347 -2.228
H -1.346 1.184 -4.717
H -3.054 1.044 -4.407
H -1.276 3.400 -3.515
H -2.173 3.339 -5.011
H -4.343 3.025 -3.645
H -3.577 4.592 -3.719
H -4.369 4.198 -1.508
H -3.539 2.670 -1.374
H -1.635 4.866 -1.945
H -2.629 5.297 -0.582
H -2.066 2.847 0.292
H -0.697 2.999 -0.816
H -1.401 5.102 1.225
H 0.128 4.920 0.421
H -0.118 0.891 2.423
H 1.589 0.812 2.026
H 1.093 1.621 3.505
H 1.161 0.162 -3.828
H 0.358 1.678 -3.528
H 0.999 1.552 -1.093
H 2.083 0.192 -1.549
H 2.776 1.796 -3.476
H 2.980 4.225 -2.225
H 1.719 3.777 -3.354
H 1.377 3.639 -1.642
H 4.765 1.635 -2.505
H 4.354 2.672 -1.163
H 3.991 0.962 -1.066
C 5.547 -5.327 0.751
Cl 4.126 -4.865 1.689
Cl 5.165 -6.651 -0.350
Cl 6.182 -3.937 -0.138
H 6.310 -5.665 1.440
C -4.458 2.765 2.587
Cl -4.616 1.762 1.134
Cl -3.789 4.342 2.166
Cl -6.012 2.920 3.396
H -3.769 2.276 3.265
C 6.600 4.473 0.830
Cl 5.682 4.942 -0.603
Cl 6.767 2.715 0.895
Cl 8.174 5.258 0.856
H 6.047 4.790 1.705
C 0.910 3.043 6.636
Cl 0.023 3.493 5.177
Cl 0.913 1.293 6.839
Cl 2.561 3.668 6.574
H 0.410 3.486 7.487
C 7.037 -5.016 4.910
Cl 6.781 -6.321 3.747
Cl 7.576 -3.553 4.081
Cl 5.571 -4.709 5.836
H 7.815 -5.326 5.596
C 3.994 2.010 9.763
Cl 2.544 1.009 9.875
Cl 4.341 2.784 11.310
Cl 5.366 1.062 9.199
H 3.807 2.785 9.033
C 6.731 0.499 5.199
Cl 6.668 1.172 3.566
Cl 7.844 1.425 6.204
Cl 5.125 0.462 5.928
H 7.098 -0.517 5.137
C -0.282 -8.096 -3.924
Cl -0.064 -9.608 -4.791
Cl 1.224 -7.183 -3.840
Cl -1.556 -7.124 -4.684
H -0.597 -8.323 -2.913
C -8.382 -1.603 -1.982
Cl -7.195 -0.672 -2.922
Cl -9.946 -0.797 -2.006
Cl -8.497 -3.246 -2.595
H -8.038 -1.641 -0.958
C -7.162 -0.698 2.175
Cl -7.547 -1.282 3.789
Cl -6.136 -1.861 1.314
Cl -8.626 -0.372 1.248
H -6.611 0.228 2.270
*
```



Formula: C3HFOSm
Source: the OMol25 dataset
Level of theory: the ωB97M-V functional and the def2-TZVPD basis

Expectation value of S² ... 12.009
Lowest unoccupied orbital energy (spin up / spin down) ... -1.229 / -1.161 eV
Kohn-Sham gap (spin up / spin down) ... 0.1909 / 0.1937 Ha

ORCA input file:
```
! wB97M-V def2-TZVPD RIJCOSX def2/J DEFGRID3
* xyz 0 7
O -0.613 -1.631 2.326
C -0.071 -1.202 1.330
C 0.940 -1.115 0.445
C 0.401 0.113 0.256
H 1.929 -0.218 0.366
F -1.866 2.494 -3.097
Sm -0.719 1.559 -1.626
*
```